46
Properties=species:S:1:pos:R:3:forces:R:3:lowdin_charge:R:1 method="wB97M-V/def2-TZVPD" total_energy_ev=-135052.862 total_charge=0 multiplicity=2 gap_ev="8.74 / 8.51" homo_energy_ev="-8.56 / -8.32"
C 1.780172 3.591753 0.906307 0.01 0.05 -0.01 -0.258
N -1.744502 0.011368 -0.174350 -0.08 0.28 -0.03 0.018
H -3.958832 -2.502974 0.095274 0.01 0.01 0.01 0.116
C 3.973403 -0.480025 0.183075 0.26 0.00 0.11 -0.224
C 4.942174 1.075662 -1.356457 0.08 0.02 -0.01 0.004
H -2.193872 1.978192 -0.578003 0.01 0.05 0.04 0.052
O -0.267152 1.302346 2.665642 -0.04 0.22 -0.20 -0.227
H -0.858455 4.936668 1.195723 -0.06 0.03 0.03 0.032
H -0.365623 -2.093391 0.108880 0.10 0.02 -0.06 0.062
C -1.142988 3.886070 1.247127 -0.05 0.08 0.07 -0.274
C -0.017713 3.769001 -1.482843 -0.03 0.13 -0.07 -0.274
O -0.960417 -0.608271 2.355935 -0.11 -0.47 -0.02 -0.168
H -1.664759 -3.133015 0.404588 -0.01 -0.01 0.01 0.112
H 1.758009 4.678492 0.836725 0.05 0.03 0.02 0.032
C -2.225235 -1.234692 -0.048328 0.12 -0.20 -0.31 -0.368
H 0.791323 3.445255 -2.129611 0.01 0.01 -0.02 0.010
H 7.072498 1.253311 -1.198388 -0.01 -0.01 0.00 0.108
C -3.608388 -1.488207 -0.036299 0.01 -0.03 -0.01 -0.011
H 1.881008 3.289667 1.947562 0.01 -0.01 0.01 0.035
H 5.282284 -1.533604 1.535160 -0.02 0.02 -0.01 0.125
C 6.309154 -0.160804 0.219181 0.02 0.02 -0.03 -0.059
H -1.130003 3.539854 2.277397 0.01 0.01 0.00 0.020
O 2.279776 -2.484431 0.520268 0.03 -0.12 0.07 -0.267
H -5.546016 -0.633673 -0.203970 0.02 0.01 0.02 0.112
H -0.966837 3.525031 -1.958976 -0.01 0.01 -0.01 0.026
N -1.347565 -2.275700 -0.012915 -0.13 0.07 0.11 0.171
As 0.128044 2.853124 0.213282 0.29 -0.33 -0.15 1.081
H 0.031783 4.843247 -1.306526 -0.01 0.03 -0.07 0.032
Mn 0.069960 0.398287 0.753785 0.25 0.13 1.01 0.497
C 6.184621 0.767821 -0.814381 -0.04 -0.02 0.01 -0.053
S 2.374921 -1.058274 0.579487 -0.42 0.32 -0.01 0.648
H 4.826758 1.791359 -2.160212 0.01 -0.01 0.02 0.125
H 7.288782 -0.382982 0.622005 -0.01 0.01 -0.01 0.109
O 1.866386 -0.417629 1.807754 0.04 -0.09 -0.28 -0.332
H -2.147644 3.763937 0.844817 -0.01 0.02 0.01 0.023
C -4.478861 -0.449744 -0.210433 -0.14 0.05 -0.04 -0.061
H 2.621314 3.204457 0.333605 0.01 0.00 -0.01 0.021
O 2.030561 1.490148 -2.009384 -0.12 0.10 -0.18 0.051
C 2.390057 0.627749 -1.244489 -0.01 -0.72 0.25 -0.511
C 3.832695 0.432851 -0.841201 -0.13 0.03 0.00 -0.136
C -2.624884 1.006353 -0.404284 -0.07 -0.15 -0.04 -0.132
C 5.195047 -0.807068 0.738462 0.02 0.02 -0.06 -0.022
C -3.982933 0.839459 -0.430058 -0.02 -0.05 0.00 -0.062
N -0.816728 0.306483 3.188775 0.05 -0.06 0.05 -0.150
N 1.564629 -0.291961 -0.596452 0.10 0.53 -0.20 -0.136
H -4.635950 1.682401 -0.603557 0.02 -0.02 -0.01 0.104

***

43
Properties=species:S:1:pos:R:3:forces:R:3:lowdin_charge:R:1 method="wB97M-V/def2-TZVPD" e_above_lowest_kj_mol=0.0 total_energy_ev=-63470.640 total_charge=0 smiles="CCOC(=O)C1CCN(S(=O)(=O)c2ccc(OC)c(Cl)c2Cl)CC1" gap_ev=9.74 homo_energy_ev=-9.12
C 2.732668 0.341704 -0.899852 -0.07 -0.17 -0.15 -0.198
H -4.729242 -1.657615 1.352306 -0.08 -0.07 -0.02 0.109
C 1.475672 1.843152 0.662184 0.23 0.57 -0.10 -0.195
C 4.351680 -0.152543 -4.984559 -0.27 0.16 0.28 -0.061
O -1.184711 2.889123 0.932013 0.14 0.09 0.12 -0.298
C -3.953250 -1.062108 1.803545 -0.11 -0.09 0.21 0.002
C 0.577277 -0.388171 0.173736 -0.08 -0.78 -0.21 -0.186
C 2.666148 -0.096299 -2.357439 0.07 -0.07 0.48 -0.469
C -1.934863 0.499536 2.919078 -0.22 -0.20 0.14 -0.649
C 2.091536 1.732250 -0.728285 0.06 0.05 0.22 -0.110
H 5.242150 0.398267 -4.691402 0.10 0.04 -0.02 0.077
C -2.153326 0.506997 1.548327 0.40 0.32 -0.50 -0.293
H 4.367600 -1.130611 -4.510213 0.02 -0.08 -0.01 0.075
H 4.354386 -0.284427 -6.062608 0.03 -0.02 -0.13 0.077
O -1.538791 1.263449 -0.871351 -0.05 -0.24 -0.02 -0.289
H 3.797062 0.401198 -0.647742 -0.05 0.02 -0.05 0.157
Cl -2.484496 -0.328651 5.430871 0.01 -0.02 0.18 0.743
C -3.755156 -1.085017 3.183008 0.15 0.14 -0.11 -0.294
H 2.536778 -0.714237 0.985057 0.06 -0.02 0.01 0.122
H -5.947427 -3.098200 4.459658 0.01 0.02 -0.10 0.098
H 3.058539 1.589149 -5.041175 -0.04 -0.12 0.07 0.124
C 3.100899 0.606821 -4.566871 0.01 -0.27 -0.47 -0.209
H 0.097323 -1.145917 0.801928 0.05 -0.07 -0.16 0.127
C -3.152986 -0.269015 0.999861 0.10 0.09 -0.05 -0.041
C 2.058629 -0.696655 0.005744 -0.09 0.08 -0.04 -0.120
Cl -0.694658 1.461337 3.581113 0.16 0.15 0.65 0.783
H 2.831579 2.515973 -0.884500 -0.05 0.03 -0.05 0.124
H 2.160139 -1.683249 -0.448594 -0.01 0.05 0.13 0.120
O 3.097201 0.874847 -3.161933 0.14 0.32 0.06 -0.002
H -5.154838 -3.390983 2.892057 0.00 0.04 0.02 0.099
H 0.086061 -0.395358 -0.806704 0.12 -0.16 0.05 0.121
H 2.220470 1.641313 1.438687 -0.06 0.07 0.00 0.129
H 1.292896 1.871750 -1.459971 0.04 0.07 -0.05 0.128
C -2.730841 -0.294120 3.735393 -0.01 0.00 -0.10 -0.594
S -1.137348 1.531891 0.482212 -0.10 -0.32 0.30 0.649
H -6.291540 -2.023537 3.081966 0.04 -0.01 0.01 0.100
H -3.289895 -0.234732 -0.068971 -0.07 -0.06 -0.12 0.118
N 0.378186 0.904977 0.814106 -0.96 0.38 -0.28 -0.259
O -4.470615 -1.814549 4.059047 0.27 0.23 0.00 -0.104
C -5.522430 -2.622348 3.577824 -0.21 -0.16 -0.10 -0.067
H 2.205517 0.030033 -4.819313 0.10 0.17 0.02 0.123
O 2.286854 -1.172429 -2.737911 -0.07 -0.12 -0.17 0.121
H 1.059162 2.837005 0.829672 0.26 -0.01 0.06 0.113

***

37
Properties=species:S:1:pos:R:3:forces:R:3:lowdin_charge:R:1 method="wB97M-V/def2-TZVPD" e_above_lowest_kj_mol=0.0 total_energy_ev=-40433.063 total_charge=-2 gap_ev=3.98 homo_energy_ev=0.19
H -4.464471 1.751328 2.076065 -0.07 0.04 -0.10 0.028
H -5.783419 2.398350 1.054673 -0.14 0.17 0.16 0.013
Hg 1.683278 -0.319058 0.593451 0.24 -0.29 1.33 0.504
C 6.211832 -2.187720 1.016734 -0.38 0.33 1.11 -0.237
H -0.918679 1.843808 -1.852127 0.42 -0.55 0.13 0.051
C 0.100201 -0.117551 -2.282789 -0.45 -0.37 -0.47 -0.260
C 1.434320 -0.510556 -2.203128 1.59 1.45 0.30 -0.290
H -4.989154 -1.126152 1.022524 -0.01 0.08 -0.09 0.022
H 5.613787 -0.046520 3.542251 -0.10 0.02 -0.06 0.035
H -4.378586 0.849408 -2.730130 -0.09 0.09 0.03 0.031
C 2.195759 0.600158 -1.612249 -1.43 0.10 -1.87 -0.413
H 6.994420 -0.091039 1.215156 -0.08 0.03 -0.04 0.033
C 1.238337 1.660198 -1.391922 0.34 -0.50 -1.29 -0.285
H -4.126022 3.065410 0.932997 -0.13 -0.03 0.06 0.029
H 5.082091 -3.995797 1.725112 -0.09 0.04 -0.04 0.034
H 1.454821 2.679321 -1.069911 0.03 -0.34 0.08 0.058
H 6.666133 -2.529807 0.093758 -0.08 0.03 -0.04 0.033
H -5.735152 1.815772 -2.061928 -0.23 0.13 -0.34 0.009
H -0.715984 -0.758265 -2.629303 0.21 0.26 0.05 0.065
H 1.892166 -1.405005 -2.616089 -0.20 -0.03 0.32 0.059
H 4.429590 -2.460761 3.857696 -0.09 0.05 -0.08 0.037
Cl -1.250420 -1.344284 1.334072 0.07 -0.12 0.04 0.546
H 3.272937 0.731335 -1.653195 -0.16 -0.23 0.35 0.057
H -4.959383 -1.451868 -0.717865 -0.03 0.09 0.07 0.027
C 5.372592 -2.963190 1.880626 0.49 1.14 0.28 -0.236
C 5.653780 -0.872684 2.841934 0.20 -1.05 -0.70 -0.235
C -2.406472 0.736976 -0.271160 1.41 -3.50 3.49 -0.162
C -4.675497 1.591358 -1.984067 -0.08 -0.14 0.55 -0.206
C -1.646704 -0.056422 0.397558 -4.35 2.89 -2.52 -0.726
C -4.721506 2.162742 1.096000 0.15 -0.26 -0.37 -0.197
H -6.304066 -0.524702 -0.015038 -0.07 -0.05 0.01 0.015
Si -4.305743 0.925209 -0.263486 2.03 -0.04 -0.24 0.461
C -5.228668 -0.709645 0.039845 0.38 0.34 -0.11 -0.190
C -0.021636 1.212013 -1.850099 0.50 0.95 0.40 -0.268
C 6.385291 -0.895794 1.610698 -0.55 -0.97 0.53 -0.236
H -4.077021 2.493811 -2.135248 -0.12 -0.06 -0.04 0.029
C 5.027249 -2.150377 3.008584 0.90 0.30 -0.88 -0.235

***

46
Properties=species:S:1:pos:R:3:forces:R:3:lowdin_charge:R:1 method="wB97M-V/def2-TZVPD" total_energy_ev=-302083.079 total_charge=+1 gap_ev="5.35 / 5.35" homo_energy_ev="-11.11 / -11.11"
N 0.130355 0.600912 -2.157120 -0.09 0.06 0.13 -0.053
H 1.564331 0.797349 -5.720745 0.00 0.00 -0.01 0.128
Sb -3.505324 2.751294 -0.342468 -0.04 -0.02 -0.25 -0.191
C -0.683151 0.498620 -3.220647 0.03 0.01 -0.07 -0.094
H -2.709557 -2.070922 2.021011 0.00 0.00 -0.01 0.024
C 2.280709 0.928083 -1.124252 0.13 -0.07 -0.07 -0.457
H -2.415392 -2.993361 -0.983121 0.00 0.01 0.02 0.020
C -1.032878 1.089703 2.991901 0.00 -0.02 0.02 -0.116
C -0.712238 1.272592 4.317728 0.01 -0.01 -0.05 -0.015
H -1.289508 -2.092851 3.078114 0.02 0.01 0.00 0.032
C 1.600775 1.212403 3.704923 -0.01 -0.01 -0.03 0.015
H 1.660358 -3.415986 0.301313 -0.01 0.02 -0.02 0.039
C -1.788645 -2.608913 2.255255 0.05 -0.02 -0.08 -0.152
H -1.503275 1.381778 5.044859 0.00 0.00 0.01 0.124
Se -0.928891 3.044755 -0.165617 0.14 0.14 0.09 0.201
H -2.071480 -3.600721 2.612993 0.00 -0.02 0.00 0.045
H -2.059141 1.079042 2.648608 -0.01 0.00 0.02 0.055
C 0.628236 1.331027 4.680331 -0.01 0.00 -0.03 -0.012
C -0.193940 0.564311 -4.512547 -0.05 -0.01 0.06 -0.007
H -0.841879 -3.554891 -1.568412 0.02 0.01 0.00 0.040
H 2.684293 -0.106133 1.343071 0.04 0.05 -0.01 0.151
H 0.909123 1.484482 5.713238 0.01 0.00 0.01 0.125
C 1.163357 0.743660 -4.718000 0.02 0.00 -0.01 0.002
Se -4.358710 2.921354 1.828670 -0.10 0.00 0.21 0.022
C -1.505946 -3.528286 -0.702925 0.03 0.04 0.10 -0.153
N 1.500513 0.968995 0.000444 -0.40 -0.04 0.04 -0.167
Se -4.066328 3.200490 -2.567095 -0.04 0.08 -0.11 -0.007
C 1.216830 1.021297 2.386746 0.03 0.00 0.05 -0.236
C 2.000934 0.862172 -3.618349 -0.02 0.01 0.04 0.042
H 3.067532 1.013330 -3.704938 0.01 -0.01 0.01 0.137
H 0.890568 -4.518447 1.437879 0.00 -0.01 0.00 0.044
H -1.738100 0.381714 -3.024572 0.02 -0.01 -0.01 0.078
Mo -0.497285 0.678669 -0.067487 0.63 -0.46 0.19 1.172
H -1.789280 -4.557026 -0.471059 0.01 -0.02 0.01 0.045
C 2.199931 0.876872 1.267542 0.08 -0.02 0.09 -0.121
O 3.487741 0.951219 -1.144979 -0.05 0.02 -0.01 0.134
Si -0.678283 -2.738696 0.765193 0.04 0.07 0.02 0.364
O -0.338693 -1.129763 0.297912 -0.09 0.34 -0.20 -0.571
H 1.459631 -2.951376 1.997899 -0.01 0.03 0.00 0.033
H -0.885088 0.479801 -5.338462 0.00 0.00 0.00 0.126
Se -2.824573 0.203758 -0.350097 -0.16 -0.11 0.05 0.275
H 2.651896 1.277055 3.949101 0.01 -0.01 0.00 0.132
H 2.995488 1.622314 1.337223 -0.03 0.01 0.00 0.146
C 1.446151 0.794659 -2.360755 -0.02 -0.04 -0.09 -0.171
N -0.079406 0.950303 2.053039 -0.05 0.04 -0.12 -0.076
C 0.988057 -3.467074 1.159072 -0.12 -0.03 0.01 -0.154